[1]
This record from the Open Molecules 2025 dataset describes a cluster of 13 separate species, C17H60N16O13 in total at a distorted geometry. The level of theory is ωB97M-V/def2-TZVPD.

Computed properties:
- Relative energy (zero: lowest compared OMol25 entry of this formula, charge and spin): 555.52 kJ/mol
- HOMO level: -8.32 eV
- Charge: 0
- Kohn-Sham gap: 7.97 eV
- Maximum force: 10.6 eV Å⁻¹

Positions of all 106 atoms, in Å:
C -1.5974 2.9804 1.1818
C -1.2457 3.6641 -0.1684
O -1.8268 2.9169 -1.1414
H -1.2086 1.9838 1.0782
H -2.6972 2.7764 1.3289
H -1.1973 3.5156 2.0715
H -0.1610 3.9500 -0.2553
H -1.5043 4.6824 -0.2954
H -1.4325 3.1703 -2.0061
C -0.1173 0.6071 3.4436
C -1.4097 -0.2542 3.3762
O -1.7700 -0.4988 4.6739
H -0.1192 1.5054 4.0553
H 0.1771 1.0504 2.3844
H 0.5063 -0.1306 3.9047
H -1.1099 -1.2387 2.8222
H -2.1172 0.3272 2.8087
H -2.4520 0.1501 4.8128
C 0.1852 -4.8196 0.2405
C -0.5952 -4.7751 1.5987
O -0.3496 -3.4924 2.1575
H 1.3096 -4.6894 0.2809
H -0.3097 -4.0161 -0.3680
H -0.0373 -5.8110 -0.1181
H -0.3259 -5.5078 2.3951
H -1.7779 -4.9466 1.5304
H -0.9945 -3.4746 2.8225
C 1.5123 3.6110 1.8066
C 2.8955 4.1733 1.7483
O 3.8181 3.2082 1.8627
H 0.8747 4.4014 1.4670
H 1.1598 3.2917 2.8198
H 1.4147 2.7613 1.1902
H 2.9662 4.8137 2.5897
H 3.1474 4.8754 0.9367
H 3.7161 2.8201 1.0221
C 0.1027 -2.9454 -3.1311
O 0.3618 -3.6304 -4.2979
N 0.9279 -2.8055 -2.1568
N -0.9815 -2.3920 -2.8856
H 1.7783 -3.4587 -2.1532
H 0.8849 -2.2266 -1.3665
H -1.7162 -2.6590 -3.4773
H -1.2021 -1.9646 -2.0036
C 3.3818 -3.4583 1.2962
O 3.2025 -3.0085 0.0073
N 4.6493 -3.7005 1.6837
N 2.5926 -3.5414 2.3515
H 5.3842 -3.5767 0.9914
H 5.0630 -3.9307 2.6351
H 1.6105 -3.4114 2.2401
H 2.8553 -4.0644 3.1660
C -5.2442 2.0941 -0.5124
O -6.3305 1.6180 0.1762
N -4.0025 1.6906 -0.3137
N -5.4799 2.9496 -1.5441
H -3.8623 1.1238 0.4953
H -3.1502 2.1331 -0.6946
H -6.5381 3.0873 -1.6919
H -4.7613 3.6105 -1.9283
C 0.2966 -0.4725 -0.0919
O 1.1248 0.6200 -0.2237
N 0.7398 -1.6544 0.2102
N -0.9756 -0.3998 -0.2712
H 1.7117 -1.7429 0.4259
H 0.3139 -2.4412 0.5983
H -1.3358 0.4016 -0.8227
H -1.6090 -1.2188 -0.2853
C 1.0233 0.2889 -4.2801
O 2.0461 0.7113 -5.1437
N 0.8039 0.6661 -3.0587
N 0.0424 -0.4703 -4.6364
H 1.5335 1.2294 -2.6203
H 0.1233 0.2998 -2.4155
H 0.0859 -0.9424 -5.5204
H -0.3492 -1.0659 -3.9179
C -2.8458 1.0483 -3.5646
O -2.3049 0.3890 -2.5442
N -2.2484 1.0077 -4.7810
N -3.8918 1.8770 -3.4791
H -1.2806 0.4686 -4.7269
H -2.6097 1.5006 -5.5873
H -4.4187 1.9905 -2.5836
H -4.3401 2.2472 -4.3857
C 3.4605 -0.2343 2.8381
O 3.3476 -0.2575 1.4829
N 3.4157 -1.2652 3.5282
N 3.5645 0.7996 3.5736
H 3.3670 -2.1738 2.9677
H 3.0948 -1.2448 4.4744
H 3.6038 1.7763 3.1259
H 3.6659 0.8425 4.5999
C 3.3583 2.7745 -1.8105
O 4.0856 3.5288 -2.7426
N 2.0928 2.8069 -1.6059
N 3.8666 1.9292 -0.9830
H 1.6207 3.5594 -2.2185
H 1.5823 2.2464 -0.9249
H 4.7680 1.5620 -1.1551
H 3.2249 1.2769 -0.5906
C -3.3532 -2.3287 0.7434
O -3.0666 -2.4172 -0.6357
H -3.1597 -1.3346 1.0658
H -2.8697 -3.1252 1.2943
H -4.4257 -2.3335 0.8106
H -3.7320 -1.8396 -1.0761


[2]
This record from the Open Molecules 2025 dataset describes a cluster of 13 separate species, C17H60N22O13 in total at a distorted geometry. The level of theory is ωB97M-V/def2-TZVPD.

Computed properties:
- Relative energy (zero: lowest compared OMol25 entry of this formula, charge and spin): 0.00 kJ/mol
- HOMO level: -9.23 eV
- Charge: 0
- Kohn-Sham gap: 9.40 eV
- Maximum force: 3.8 eV Å⁻¹

Positions of all 112 atoms, in Å:
C 3.3245 0.3410 3.1507
O 2.9731 1.3516 3.8434
N 2.7085 -0.8891 3.2032
N 4.3960 0.4423 2.2704
H 3.3441 -1.6319 3.0701
H 1.8260 -0.9374 3.6907
H 4.6630 1.4372 2.2226
H 4.3166 0.0813 1.3077
C 2.1753 2.7150 -1.0091
O 3.0361 2.5577 -1.9630
N 2.3796 2.1566 0.1940
N 1.0564 3.5011 -1.1801
H 2.9988 1.3331 0.1040
H 1.5526 2.0528 0.8037
H 0.9698 4.0569 -2.0058
H 0.3709 3.5015 -0.4177
C -2.6138 -2.3206 -0.9012
O -2.2280 -2.1239 0.2949
N -2.0824 -3.2496 -1.7660
N -3.6914 -1.5342 -1.2633
H -1.1205 -3.4794 -1.5245
H -2.3023 -3.0437 -2.7544
H -4.1834 -1.9097 -2.0816
H -4.2341 -1.2428 -0.4576
C -1.6818 1.5818 0.4534
O -1.0913 2.5563 0.9478
N -2.7133 1.6893 -0.4490
N -1.2718 0.3436 0.6228
H -3.0736 2.6223 -0.5578
H -3.3835 0.9357 -0.4460
H -0.6198 0.1974 1.3773
H -1.8147 -0.4880 0.3535
C 1.6560 -3.7647 3.9578
O 2.9118 -3.7057 3.9742
N 0.8978 -3.5122 2.9136
N 1.0409 -4.3747 5.0517
H -0.0920 -3.6242 3.0166
H 1.3620 -3.3023 2.0206
H 0.0673 -4.2545 5.2369
H 1.6617 -4.3275 5.8465
C 4.8068 -0.5487 -1.3503
O 4.0526 -0.7550 -0.3971
N 5.0443 0.6591 -1.9448
N 5.5557 -1.6405 -1.8299
H 5.4077 0.5821 -2.8536
H 4.3917 1.4392 -1.8216
H 6.0208 -1.6811 -2.6999
H 5.5808 -2.3880 -1.1742
C 1.3928 -3.0229 -0.8160
O 0.6560 -3.9366 -1.2203
N 1.0029 -1.6269 -0.7768
N 2.5223 -3.2645 -0.0986
H 0.2819 -1.3664 -1.4877
H 1.7407 -0.9666 -0.8598
H 3.1326 -2.4397 0.0833
H 2.8866 -4.1248 -0.4609
C 0.6350 -0.3790 -3.9195
O -0.1454 -1.1655 -3.4990
N 1.4617 -0.5812 -4.9693
N 0.7766 0.8650 -3.5049
H 1.7887 -1.4584 -5.2093
H 1.8034 0.1928 -5.4639
H 1.4294 1.5653 -3.8769
H 0.0882 1.2669 -2.9442
C -0.9211 0.9044 4.1860
O -2.1396 0.9214 3.9906
N -0.0591 1.9465 3.7802
N -0.2572 -0.1528 4.7742
H 0.8620 1.5728 3.5754
H -0.5022 2.5323 3.0733
H -0.8244 -0.8320 5.2739
H 0.4825 0.2672 5.3788
C -4.8798 -0.2848 1.9411
O -5.5390 -0.9653 1.1329
N -4.8447 1.0513 1.8848
N -4.2054 -0.8705 2.9016
H -5.3376 1.4479 1.1107
H -4.3796 1.5232 2.6990
H -4.1562 -1.9019 2.7699
H -3.3120 -0.4168 3.1481
C -3.3344 5.4819 0.5533
O -4.1032 4.5904 0.2587
N -1.9617 5.3219 0.6716
N -3.7632 6.7035 0.8037
H -1.7432 4.3367 0.8476
H -1.3607 5.9761 1.1862
H -4.7280 6.8878 0.5476
H -3.1609 7.4886 1.0684
C -3.8788 -5.3651 1.3203
C -2.6476 -5.2019 2.1818
C -1.4678 -5.7618 1.4533
O -2.4748 -3.9011 2.7323
H -4.7333 -4.9624 1.7900
H -4.1423 -6.4205 1.1988
H -3.7794 -4.7825 0.4144
H -2.8267 -5.8439 3.0773
H -1.6988 -6.8250 1.3436
H -0.5227 -5.4739 1.9176
H -1.5241 -5.2819 0.4414
H -2.2904 -3.3314 1.9547
C 2.8864 4.9797 -5.8763
C 1.6267 4.4637 -5.0539
C 0.3252 4.0814 -5.8563
O 1.8408 3.2774 -4.2619
H 3.7137 5.0857 -5.1996
H 2.5545 5.8771 -6.4448
H 3.3420 4.2399 -6.6305
H 1.2897 5.3112 -4.3896
H 0.4505 3.0268 -6.0967
H 0.2279 4.6456 -6.7763
H -0.4916 4.2797 -5.2374
H 2.5845 3.3903 -3.6159


> The lowest relative energy (zero: lowest compared OMol25 entry of this formula, charge and spin) belongs to which entry?

C17H60N22O13